(1)
Formula: C38H67CoGeN5O5Si4Te
Source: the OMol25 dataset
Level of theory: ωB97M-V/def2-TZVPD

Multiplicity: 2
Total charge: 0
LUMO (spin up / spin down) (eV): -0.91 / -0.89
Kohn-Sham gap (spin up / spin down) (eV): 6.63 / 6.74

Each line ends with the Mulliken charge.
Element x y z (Å)
1 Co 1.89 1.96 0.31  -1.1561
2 O 5.49 -0.31 3.51  -0.6981
3 C 4.48 0.00 4.33  0.7226
4 C 4.63 -0.35 5.68  -0.6939
5 C 3.63 -0.09 6.59  -0.3167
6 C 2.45 0.54 6.19  -1.0317
7 C 2.30 0.90 4.87  -0.4715
8 C 3.30 0.64 3.92  0.0162
9 C 3.04 1.03 2.52  0.7577
10 O 1.98 1.67 2.23  -0.0419
11 N 3.97 0.68 1.61  -0.9067
12 N 3.55 1.11 0.39  1.0968
13 C 4.24 1.00 -0.69  -0.4137
14 C 3.56 1.57 -1.87  0.6883
15 C 4.11 1.58 -3.14  -1.0996
16 C 3.39 2.19 -4.16  -0.4905
17 C 2.17 2.77 -3.88  -1.0105
18 C 1.68 2.71 -2.58  -0.0129
19 N 2.35 2.12 -1.60  0.5991
20 H 5.24 -0.04 2.59  0.5755
21 H 5.55 -0.84 5.98  0.4440
22 H 3.76 -0.37 7.62  0.3943
23 H 1.67 0.75 6.90  0.4335
24 H 1.40 1.39 4.52  0.4367
25 H 5.22 0.54 -0.72  0.4766
26 H 5.07 1.12 -3.32  0.5296
27 H 3.79 2.21 -5.17  0.4367
28 H 1.59 3.27 -4.64  0.5074
29 H 0.73 3.14 -2.30  0.3920
30 C -4.07 5.50 0.99  -1.5861
31 C -2.98 4.64 0.34  -0.9127
32 C -1.68 4.46 1.14  2.6622
33 C -1.97 4.15 2.63  -1.1751
34 C -0.75 3.76 3.46  -1.2425
35 C -0.85 5.73 1.09  -0.1009
36 O -1.30 6.83 1.28  -0.6562
37 N 0.50 5.57 0.88  0.1391
38 C 1.12 4.37 0.59  -0.2584
39 O 2.35 4.31 0.50  -0.6165
40 N 0.39 3.26 0.37  1.1446
41 C -0.95 3.21 0.60  -1.5445
42 O -1.59 2.18 0.46  -0.5389
43 H -4.91 5.60 0.30  0.4640
44 H -3.71 6.49 1.23  0.3248
45 H -4.46 5.03 1.90  0.3379
46 H -2.73 5.07 -0.63  0.5378
47 H -3.37 3.64 0.16  0.1643
48 H -2.71 3.35 2.65  0.3654
49 H -2.44 5.04 3.07  0.5380
50 H -0.25 2.88 3.05  0.1185
51 H -1.06 3.52 4.48  0.5572
52 H -0.02 4.57 3.52  0.3328
53 H 1.09 6.38 0.95  0.3191
54 C -2.24 1.89 -5.11  -1.0573
55 C -1.10 0.91 -5.33  -0.0484
56 C -1.36 -0.50 -4.76  -0.9986
57 C -0.62 -0.78 -3.45  0.1239
58 Ge -1.18 0.26 -1.87  0.3476
59 C -3.03 -0.02 -1.29  -0.1482
60 C -4.07 0.79 -2.06  -0.2215
61 C -5.49 0.57 -1.54  -0.7938
62 C -6.03 -0.83 -1.82  -1.0769
63 H -2.04 2.85 -5.59  0.4318
64 H -2.42 2.08 -4.05  0.0523
65 H -3.17 1.51 -5.53  0.3456
66 H -0.19 1.31 -4.88  -0.1916
67 H -0.90 0.84 -6.40  0.4988
68 H -1.04 -1.24 -5.49  0.4792
69 H -2.43 -0.65 -4.63  0.3182
70 H 0.45 -0.58 -3.58  0.5072
71 H -0.70 -1.84 -3.19  -0.3460
72 H -0.95 1.74 -2.18  -0.5356
73 H -3.05 0.25 -0.24  0.3705
74 H -3.24 -1.09 -1.35  0.0340
75 H -4.05 0.53 -3.12  0.1194
76 H -3.82 1.85 -1.99  0.2183
77 H -6.16 1.31 -1.99  0.4056
78 H -5.51 0.76 -0.46  0.3457
79 H -6.05 -1.03 -2.89  0.2804
80 H -7.04 -0.95 -1.44  0.4220
81 H -5.42 -1.60 -1.35  0.1412
82 C -0.47 -1.94 3.40  -0.6488
83 Si 0.68 -3.13 2.53  0.3252
84 C 0.26 -4.89 3.05  -1.2560
85 C 2.45 -2.80 3.05  -0.4822
86 Si 0.51 -2.86 0.18  0.1638
87 Te 0.34 -0.33 0.08  -1.0182
88 Si 2.43 -3.60 -0.92  0.8437
89 C 3.97 -2.82 -0.21  -0.6890
90 C 2.33 -3.16 -2.74  -0.8904
91 C 2.55 -5.47 -0.75  -1.1471
92 Si -1.46 -3.93 -0.52  0.6638
93 C -2.86 -3.27 0.53  -0.9851
94 C -1.25 -5.77 -0.19  -1.1642
95 C -1.88 -3.78 -2.35  -0.8759
96 H -0.41 -2.09 4.48  0.4295
97 H -1.50 -2.07 3.08  0.2665
98 H -0.19 -0.91 3.19  -0.0075
99 H 0.63 -5.05 4.07  0.4249
100 H 0.74 -5.64 2.41  0.3007
101 H -0.81 -5.07 3.04  0.3217
102 H 2.49 -2.59 4.12  0.3212
103 H 2.88 -1.94 2.53  -0.2488
104 H 3.09 -3.66 2.85  0.4586
105 H 3.85 -1.74 -0.11  -0.2448
106 H 4.82 -3.01 -0.86  0.5022
107 H 4.21 -3.21 0.78  0.3392
108 H 2.37 -2.08 -2.88  0.0694
109 H 1.40 -3.51 -3.19  0.2460
110 H 3.16 -3.60 -3.30  0.4651
111 H 2.37 -5.79 0.27  0.2861
112 H 3.54 -5.83 -1.04  0.3996
113 H 1.82 -5.97 -1.39  0.2755
114 H -2.81 -3.69 1.54  0.4066
115 H -3.84 -3.53 0.11  0.4243
116 H -2.82 -2.18 0.63  0.1635
117 H -0.87 -5.97 0.80  0.2421
118 H -0.59 -6.23 -0.92  0.2904
119 H -2.23 -6.26 -0.28  0.3962
120 H -1.95 -2.76 -2.71  0.1838
121 H -2.85 -4.26 -2.52  0.5303
122 H -1.14 -4.31 -2.95  0.3569



(2)
Formula: C38H67F15N2O12
Source: the OMol25 dataset
Level of theory: ωB97M-V/def2-TZVPD

Multiplicity: 2
Total charge: +1
LUMO (spin up / spin down) (eV): -2.30 / -6.81
Kohn-Sham gap (spin up / spin down) (eV): 8.10 / 3.58

Each line ends with the Mulliken charge.
Element x y z (Å)
1 C -4.32 -2.29 -0.46  -1.5532
2 C -3.02 -3.12 -0.27  -0.5237
3 N -2.27 -3.36 -1.45  1.0631
4 C -1.04 -4.16 -1.02  -1.2337
5 C -0.08 -3.48 -0.05  -0.8264
6 C -2.99 -4.13 -2.48  -0.7935
7 C -2.34 -3.84 -3.83  -0.9730
8 H -5.10 -2.77 -1.05  0.5060
9 H -4.13 -1.31 -0.89  0.0670
10 H -4.80 -2.08 0.50  0.4772
11 H -2.44 -2.62 0.50  0.1924
12 H -3.31 -4.09 0.14  0.4568
13 H -1.43 -5.03 -0.49  0.4041
14 H -0.52 -4.56 -1.89  0.4512
15 H -0.47 -3.36 0.96  0.3574
16 H 0.90 -3.93 0.11  0.5526
17 H 0.24 -2.51 -0.44  -0.0878
18 H -3.98 -3.69 -2.61  0.2643
19 H -3.08 -5.20 -2.29  0.3271
20 H -2.87 -4.37 -4.63  0.5806
21 H -1.30 -4.14 -3.98  0.2778
22 H -2.46 -2.79 -4.11  0.0037
23 C -0.40 -0.57 3.88  -0.7407
24 C 0.50 0.47 4.47  0.1008
25 N 0.67 0.44 5.94  0.4898
26 C -0.60 0.53 6.72  -0.7202
27 C -1.33 1.88 6.53  -0.6578
28 C 1.78 1.25 6.40  -0.2254
29 C 1.91 1.33 7.93  -1.3881
30 H -0.29 -0.44 2.80  -0.4008
31 H -1.45 -0.50 4.14  0.5321
32 H -0.14 -1.59 4.17  0.5097
33 H 1.51 0.41 4.06  -0.2992
34 H 0.09 1.44 4.23  0.2687
35 H -1.27 -0.25 6.36  0.3783
36 H -0.41 0.38 7.78  0.4576
37 H -1.68 2.08 5.52  -0.0405
38 H -2.29 1.83 7.05  0.4955
39 H -0.78 2.76 6.84  0.2799
40 H 1.77 2.27 6.03  0.3579
41 H 2.75 0.88 6.05  0.4094
42 H 1.87 0.35 8.40  0.3819
43 H 1.00 1.82 8.26  0.3118
44 H 2.79 1.87 8.27  0.3927
45 C -3.06 2.51 -1.52  -0.7018
46 C -4.50 2.97 -1.99  -0.6390
47 O -5.49 2.40 -1.13  -0.2721
48 C -6.16 1.25 -1.47  0.5079
49 O -6.15 0.71 -2.57  -0.5194
50 C -7.10 0.76 -0.34  0.7762
51 F -6.70 -0.45 0.14  -0.2045
52 F -7.20 1.59 0.69  -0.2301
53 F -8.30 0.51 -0.86  -0.2489
54 H -2.94 1.43 -1.57  0.0506
55 H -2.80 2.84 -0.51  0.3950
56 H -2.39 3.03 -2.20  0.4226
57 H -4.69 2.86 -3.05  0.3904
58 H -4.50 4.03 -1.76  0.3158
59 C -0.14 -2.50 -6.38  -0.8417
60 C -0.16 -0.97 -6.48  -0.5313
61 O -1.30 -0.37 -5.79  -0.1953
62 C -2.54 -0.31 -6.32  0.2531
63 O -2.83 -0.73 -7.40  -0.5277
64 C -3.59 0.25 -5.33  0.9443
65 F -3.03 1.19 -4.57  -0.1988
66 F -4.61 0.67 -6.02  -0.2606
67 F -4.04 -0.69 -4.52  -0.2425
68 H 0.55 -3.01 -7.06  0.4544
69 H -1.16 -2.80 -6.60  0.2300
70 H 0.12 -2.83 -5.37  0.1603
71 H -0.22 -0.59 -7.50  0.5030
72 H 0.81 -0.59 -6.14  0.3334
73 C 2.40 1.62 1.53  -0.3385
74 C 3.35 0.56 2.07  -0.4058
75 O 2.73 -0.72 2.14  -0.0313
76 C 3.49 -1.73 2.68  0.3617
77 O 4.65 -1.63 3.01  -0.5670
78 C 2.79 -3.10 2.67  0.7864
79 F 1.45 -3.05 2.49  -0.1858
80 F 3.26 -3.87 1.71  -0.2200
81 F 3.06 -3.67 3.88  -0.2953
82 H 1.59 1.84 2.22  -0.0417
83 H 1.94 1.22 0.62  -0.3110
84 H 2.84 2.59 1.30  0.5156
85 H 3.69 0.92 3.04  0.2594
86 H 4.20 0.34 1.43  0.5345
87 C 4.95 6.90 -3.40  -1.0071
88 C 5.47 5.41 -3.35  -0.2438
89 O 4.63 4.47 -2.64  -0.2440
90 C 3.41 4.08 -3.10  0.0289
91 O 2.82 4.59 -4.05  -0.5438
92 C 2.70 2.97 -2.23  1.2594
93 F 2.25 2.00 -3.08  -0.2270
94 F 3.50 2.41 -1.34  -0.2456
95 F 1.69 3.56 -1.62  -0.2629
96 H 5.52 7.60 -4.01  0.3653
97 H 4.94 7.36 -2.41  0.2943
98 H 3.94 6.93 -3.82  0.2930
99 H 6.40 5.27 -2.80  0.2747
100 H 5.61 4.98 -4.34  0.3113
101 C 3.96 -2.30 -1.29  -0.4885
102 C 5.34 -1.78 -0.89  -0.4565
103 O 5.79 -2.61 0.15  -0.1915
104 C 6.96 -2.41 0.78  0.3358
105 O 7.66 -1.42 0.60  -0.5605
106 C 7.33 -3.53 1.82  0.8646
107 F 8.03 -2.94 2.82  -0.2548
108 F 6.17 -4.01 2.31  -0.1628
109 F 8.09 -4.47 1.24  -0.2449
110 H 3.33 -2.46 -0.41  -0.0978
111 H 4.10 -3.27 -1.78  0.4314
112 H 3.45 -1.57 -1.90  0.2023
113 H 5.18 -0.77 -0.51  0.1499
114 H 6.08 -1.79 -1.69  0.5005
115 C -0.75 0.39 -0.44  1.0731
116 C 0.12 -0.07 -1.57  -0.2117
117 O 1.35 -0.20 -1.44  -0.2691
118 C -0.60 -0.49 -2.88  -0.9475
119 H -1.69 -0.17 -0.39  -0.1912
120 H -0.99 1.45 -0.50  0.4744
121 H -0.20 0.29 0.50  -0.6441
122 H -0.05 -1.04 -3.65  0.1959
123 H -1.05 0.41 -3.29  0.4233
124 H -1.52 -1.06 -2.73  -0.0791
125 C -3.74 1.08 2.03  -0.4374
126 C -3.06 2.22 2.74  1.0232
127 O -1.84 2.44 2.58  -0.5833
128 C -3.90 3.08 3.65  -1.3305
129 H -4.46 1.42 1.29  0.1359
130 H -4.18 0.33 2.68  0.5180
131 H -2.92 0.62 1.47  -0.3473
132 H -3.51 4.09 3.63  0.3477
133 H -3.91 2.71 4.68  0.2757
134 H -4.93 3.01 3.31  0.4262



(3)
Formula: C38H69BF3N4O14S6
Source: the OMol25 dataset
Level of theory: ωB97M-V/def2-TZVPD

Multiplicity: 1
Total charge: +1
LUMO (eV): -3.06
Kohn-Sham gap (eV): 8.01

Each line ends with the Mulliken charge.
Element x y z (Å)
1 C -2.91 4.24 3.64  -0.4124
2 C -2.01 3.73 3.06  -1.3689
3 C -0.89 3.13 2.43  1.4071
4 C -0.96 2.88 1.05  0.4834
5 C -2.22 3.26 0.35  -0.7804
6 C -2.48 4.79 0.20  -2.2911
7 C -1.26 5.67 0.43  0.1552
8 S -1.89 7.34 0.49  1.2673
9 O -2.44 7.64 -0.78  -0.5823
10 O -2.77 7.43 1.63  -0.6911
11 O -0.65 8.26 0.83  -0.4803
12 C 0.13 2.27 0.42  0.6074
13 C 0.01 2.00 -1.06  0.0299
14 C -0.58 0.59 -1.42  -0.0012
15 C -2.02 0.54 -1.92  -1.2063
16 C -3.01 -0.04 -0.88  -0.8941
17 N -2.52 0.04 0.51  0.1145
18 C 1.27 1.93 1.17  0.6055
19 C 2.44 1.28 0.49  -1.7121
20 C 2.23 -0.22 0.17  -0.6160
21 C 1.69 -1.03 1.31  0.7643
22 F 2.49 -1.00 2.39  -0.2955
23 F 1.59 -2.33 0.93  -0.2458
24 F 0.45 -0.67 1.67  -0.1120
25 N 1.29 2.20 2.51  0.6323
26 B 2.51 1.85 3.38  0.3887
27 N 3.77 2.54 3.21  -0.6632
28 O 2.38 0.88 4.30  -0.6056
29 C 0.25 2.79 3.14  0.8879
30 C 0.32 3.07 4.61  -1.3360
31 N 0.10 1.86 5.45  -0.4653
32 H -3.72 4.62 4.21  0.5733
33 H -3.03 2.85 0.94  0.8146
34 H -2.31 2.81 -0.63  -0.5969
35 H -2.80 4.95 -0.82  0.7758
36 H -3.31 5.07 0.82  0.8128
37 H -0.59 5.64 -0.43  -0.0050
38 H -0.74 5.52 1.36  0.2732
39 H -0.84 8.69 1.67  0.3618
40 H -0.65 2.74 -1.49  -1.1784
41 H 0.96 2.12 -1.58  0.8274
42 H 0.05 0.22 -2.22  0.5568
43 H -0.44 -0.08 -0.58  -0.2131
44 H -2.35 1.52 -2.28  0.2208
45 H -2.05 -0.12 -2.78  0.5491
46 H -3.95 0.50 -0.95  0.4978
47 H -3.21 -1.07 -1.14  0.2776
48 H -2.14 -0.87 0.76  -0.1386
49 H -3.26 0.30 1.14  0.3028
50 H 3.39 1.40 0.99  0.2650
51 H 2.56 1.78 -0.46  0.5932
52 H 1.60 -0.39 -0.68  0.0974
53 H 3.19 -0.65 -0.07  0.6869
54 H 4.42 1.95 2.71  0.2833
55 H 3.69 3.38 2.66  0.2785
56 H 3.22 0.41 4.38  0.3543
57 H 1.25 3.57 4.87  0.3072
58 H -0.47 3.77 4.86  0.6163
59 H -0.10 1.08 4.84  0.2123
60 H -0.75 1.99 5.98  0.3361
61 C 0.52 -6.52 0.25  -0.1437
62 C 1.51 -5.44 -0.21  -0.4817
63 C 1.48 -5.40 -1.74  -0.8564
64 S -0.17 -5.95 -2.22  1.1651
65 O -0.04 -7.19 -2.93  -0.7211
66 O -0.90 -4.84 -2.78  -0.6458
67 C -0.76 -6.28 -0.56  0.0206
68 H 0.32 -6.46 1.32  -0.0261
69 H 0.92 -7.51 0.03  0.3101
70 H 1.19 -4.48 0.20  -0.0812
71 H 2.52 -5.63 0.16  0.5601
72 H 1.64 -4.39 -2.13  0.4403
73 H 2.20 -6.08 -2.17  0.3632
74 H -1.43 -7.14 -0.58  0.6828
75 H -1.29 -5.39 -0.22  -0.7069
76 C 0.10 7.48 -4.37  -0.6246
77 C -0.31 6.59 -5.54  -0.7473
78 C -0.20 5.13 -5.07  -0.1521
79 S -0.47 5.16 -3.30  1.5331
80 O 0.74 4.75 -2.62  -0.7565
81 O -1.73 4.52 -2.98  -0.8004
82 C -0.64 6.93 -3.16  -0.8034
83 H -0.14 8.53 -4.54  0.4259
84 H 1.18 7.41 -4.21  0.2882
85 H -1.34 6.81 -5.83  0.3704
86 H 0.31 6.76 -6.42  0.3690
87 H -0.95 4.49 -5.53  0.5001
88 H 0.80 4.74 -5.26  -0.5311
89 H -0.22 7.25 -2.20  0.3238
90 H -1.70 7.17 -3.19  0.4500
91 C 4.91 2.54 -5.98  -0.6867
92 C 5.80 3.75 -6.25  -0.5939
93 C 4.93 4.83 -6.90  -0.7524
94 S 3.26 4.55 -6.31  1.2073
95 O 2.42 4.16 -7.41  -0.6949
96 O 2.88 5.62 -5.42  -0.6097
97 C 3.64 3.09 -5.34  -0.6325
98 H 5.40 1.81 -5.33  0.3461
99 H 4.67 2.04 -6.92  0.3220
100 H 6.20 4.13 -5.31  0.2909
101 H 6.65 3.50 -6.89  0.3400
102 H 5.23 5.84 -6.63  0.3409
103 H 4.91 4.73 -7.99  0.3819
104 H 2.79 2.40 -5.38  0.4438
105 H 3.81 3.41 -4.31  0.3341
106 C -2.77 -4.74 3.60  -0.5510
107 C -4.25 -4.63 3.17  -0.7522
108 C -4.29 -3.85 1.85  -0.7376
109 S -2.72 -4.18 1.04  1.0222
110 O -1.97 -2.93 0.96  -0.6894
111 O -2.93 -4.99 -0.13  -0.7027
112 C -2.01 -5.17 2.35  -0.7667
113 H -2.64 -5.46 4.41  0.1998
114 H -2.41 -3.77 3.94  0.3355
115 H -4.66 -5.63 3.03  0.3032
116 H -4.85 -4.13 3.94  0.4006
117 H -5.09 -4.18 1.20  0.4783
118 H -4.36 -2.78 2.02  0.2560
119 H -0.94 -5.00 2.41  0.6212
120 H -2.21 -6.22 2.10  0.5798
121 C -0.39 -9.82 5.35  -0.6129
122 C 0.59 -9.86 4.17  -0.7817
123 C -0.01 -9.02 3.03  -0.4334
124 S -1.05 -7.78 3.83  1.2710
125 O -2.42 -8.03 3.47  -0.6988
126 O -0.45 -6.48 3.67  -0.6727
127 C -0.79 -8.35 5.50  -0.8972
128 H 0.06 -10.21 6.26  0.3722
129 H -1.27 -10.42 5.12  0.2964
130 H 1.55 -9.43 4.47  0.3110
131 H 0.78 -10.88 3.84  0.3795
132 H 0.75 -8.52 2.44  0.1040
133 H -0.65 -9.62 2.39  0.4808
134 H -1.70 -8.21 6.08  0.4146
135 H 0.03 -7.76 5.93  0.3825